A cluster of 6 separate species, C17H37ClFIN5O16P2 in total at a distorted geometry, computed with ωB97M-V/def2-TZVPD.

Computed properties:
- HOMO-LUMO gap (eV) = 5.54
- M (g/mol) = 810.8

```
! wB97M-V def2-TZVPD RIJCOSX def2/J DEFGRID3
* xyz -1 1
O 6.89573 -2.67108 3.37188
C 6.39243 -2.28611 2.35765
O 6.09122 -0.98644 2.15075
C 4.74560 -0.64230 2.60568
C 3.72120 -1.00760 1.52583
C 2.52274 -0.04885 1.43975
C 1.36957 -0.43024 2.38478
C 0.13076 0.45645 2.26292
C 0.09016 1.70015 3.21725
C 1.41116 2.03295 3.85811
O 1.92196 1.52159 4.79096
F 2.06623 3.05648 3.24646
C -0.27241 0.86246 0.81120
O -1.35736 0.06837 0.37509
P -2.39050 -0.07684 1.74686
C -2.74246 -1.91809 1.43967
C -1.54176 -2.85788 1.64954
C -1.35417 -3.29020 3.10861
Cl -1.11765 -5.07470 3.29476
P -4.32903 0.38113 0.52514
O -4.76670 1.83710 1.22878
I -3.60632 0.82634 -1.82058
O -0.96984 -0.35536 2.70264
H 6.19814 -3.02355 1.56606
H 4.57526 -1.21847 3.51677
H 4.76094 0.42172 2.81555
H 3.40019 -2.04902 1.59531
H 4.24466 -0.92806 0.56885
H 2.82532 0.97634 1.68198
H 2.19970 -0.04867 0.40026
H 1.07266 -1.46701 2.22253
H 1.77384 -0.39897 3.40124
H -0.66452 1.51001 3.97238
H -0.23733 2.59020 2.68077
H 0.49498 0.73824 0.04497
H -0.56540 1.91523 0.73912
H -3.19684 -0.12749 2.96704
H -2.34306 1.36080 1.95317
H -3.16676 -2.09958 0.44685
H -3.52876 -2.20512 2.14252
H -0.61892 -2.44529 1.24568
H -1.72932 -3.76952 1.06929
H -0.45463 -2.82323 3.50136
H -2.18677 -3.00694 3.74437
H -5.48050 2.25892 0.74314
C -5.60352 0.65568 -6.43832
N -4.74940 1.52134 -5.58244
O -3.59727 1.69896 -5.93278
O -5.26348 1.97327 -4.59080
H -5.01484 0.31702 -7.28286
H -5.93178 -0.17927 -5.82629
H -6.44982 1.25339 -6.76252
C -0.37655 0.09872 -4.36649
N 0.63256 -0.43049 -3.40910
O 1.76829 -0.61469 -3.81486
O 0.25566 -0.65180 -2.28700
H 0.10581 0.24437 -5.32607
H -1.17435 -0.63459 -4.43315
H -0.75317 1.03685 -3.96799
C 4.35473 1.77511 -3.76282
N 3.61897 3.05635 -3.58934
O 2.55350 3.02555 -3.01733
O 4.14291 4.05414 -4.04209
H 3.77423 0.97409 -3.31798
H 4.47961 1.61776 -4.82962
H 5.31728 1.88183 -3.27186
C 6.42234 -4.41554 -1.78518
N 5.63520 -3.15284 -1.77868
O 4.51082 -3.19411 -1.33617
O 6.18568 -2.16662 -2.22106
H 5.80936 -5.20404 -1.36469
H 6.68550 -4.62919 -2.81652
H 7.31276 -4.24688 -1.18674
C -8.27384 3.93550 2.92736
N -7.29972 3.79306 1.81411
O -6.22450 4.32936 1.93111
O -7.65384 3.13060 0.86000
H -7.82104 4.54148 3.70295
H -9.16244 4.41072 2.52290
H -8.49910 2.93702 3.28940
*
```

***

A cluster of 6 separate species, C17H37ClN2O16P3 in total at a distorted geometry, computed with ωB97M-V/def2-TZVPD.

Computed properties:
- HOMO-LUMO gap (eV) = 8.38
- M (g/mol) = 653.9

```
! wB97M-V def2-TZVPD RIJCOSX def2/J DEFGRID3
* xyz -1 1
Cl 1.45838 0.49815 -0.04919
O 2.22168 0.68333 -1.26908
O 1.29605 -0.87791 0.33807
O 2.01798 1.26024 1.05092
O 0.13934 1.00755 -0.37858
C 3.51150 -4.35353 -6.47806
O 4.51850 -3.37734 -6.20370
P 4.35427 -2.22826 -5.11872
O 5.57808 -2.01476 -4.34736
O 3.90211 -0.97289 -5.99714
C 2.60211 -0.77877 -6.52026
O 3.09838 -2.65375 -4.29395
C 2.57307 -1.91845 -3.16744
H 3.99440 -5.31557 -6.25118
H 3.22988 -4.39626 -7.52798
H 2.65729 -4.36381 -5.80679
H 2.42684 -1.41774 -7.39264
H 2.51519 0.20070 -6.99593
H 1.88744 -0.86876 -5.70716
H 2.95775 -2.27029 -2.21337
H 1.49466 -1.83742 -3.21684
H 3.02048 -0.92214 -3.21412
C 2.25778 6.67373 3.55404
O 2.10746 5.25733 3.85474
P 0.92049 4.90846 4.88200
O -0.07825 5.93419 5.17557
O 0.33017 3.54860 4.22872
C -0.47310 3.55860 3.06663
O 1.64779 4.38838 6.18878
C 0.96144 4.12368 7.38384
H 2.31079 7.34744 4.40330
H 1.47314 6.90175 2.83149
H 3.19538 6.69056 2.99397
H -1.52277 3.29111 3.21816
H -0.03162 2.85536 2.36024
H -0.54915 4.56130 2.63290
H 0.52338 4.90774 7.99741
H 1.52634 3.38449 7.95315
H 0.07814 3.48970 7.18526
C -0.01680 -2.88718 3.49709
O -1.41526 -3.10575 3.67352
P -2.38682 -1.80945 3.78459
O -2.26007 -1.06957 5.04084
O -2.17886 -0.99404 2.44459
C -1.32386 0.17372 2.44023
O -3.79751 -2.46371 3.47968
C -4.31644 -3.49585 4.30283
H 0.27160 -2.06148 2.84694
H 0.37564 -3.79038 3.02639
H 0.46531 -2.78993 4.47124
H -0.25505 -0.00308 2.54635
H -1.62349 0.85270 3.23790
H -1.53816 0.60254 1.46587
H -4.75111 -4.28900 3.69092
H -5.20495 -3.09089 4.79963
H -3.61148 -3.89369 5.02764
N -1.29467 -2.53688 -0.38575
C -2.00289 -3.64296 -0.04990
C -2.75252 -4.04637 -1.13192
C -2.52634 -3.07627 -2.13775
C -1.53593 -2.22165 -1.70666
H -0.80300 -1.90410 0.22606
H -1.85112 -4.05207 0.93796
H -3.47766 -4.83026 -1.26801
H -3.00794 -3.02250 -3.10258
H -1.05109 -1.37231 -2.15565
N -1.98253 1.64885 -2.71578
C -1.46294 1.09113 -3.85584
C -2.01778 1.68752 -4.94763
C -2.77515 2.78272 -4.49445
C -2.74812 2.73446 -3.11406
H -1.86600 1.38629 -1.75329
H -0.79767 0.25313 -3.71486
H -2.00170 1.50339 -6.01218
H -3.27969 3.50129 -5.11666
H -3.33073 3.32687 -2.42699
*
```

***

Look up the M of the first one. 810.8 g/mol

***

M of number 1 (C17H37ClFIN5O16P2)? 810.8 g/mol

***

Number 1 is which compound? C17H37ClFIN5O16P2